Density functional theory data (the ωB97M-V functional and the def2-TZVPD basis) for a cluster of 11 separate species, C12H46F4N20O10P in total.

The value obtained for the total energy is -83633.177 eV.

```
! RIJCOSX wB97M-V def2-TZVPD def2/J DEFGRID3
* xyz -1 1
F -2.38396 -4.08392 2.09503
C -2.37326 -2.69340 2.24867
F -3.05417 -2.40486 3.33200
C -0.93212 -2.19735 2.28707
F -0.45266 -2.18122 0.99787
F -0.25430 -3.12236 3.05323
P -0.68873 -0.40778 3.09104
H -2.87718 -2.30564 1.35941
H -0.14773 0.06487 1.85254
H -2.01451 -0.00812 2.74438
H -1.12930 -0.89309 4.41886
H 0.70048 -0.82736 3.44839
H -0.47699 0.91642 3.69776
C 3.35663 -4.79079 2.57218
O 4.30133 -4.97981 3.32641
N 2.11294 -4.46579 3.01289
N 3.47454 -4.88978 1.21296
H 1.32707 -4.30209 2.41334
H 1.98847 -4.37136 4.00312
H 4.37839 -5.12541 0.83716
H 2.71093 -4.73346 0.58400
C 6.51155 -3.71072 -1.22854
O 6.12817 -4.31614 -0.24758
N 7.78949 -3.23833 -1.34292
N 5.69916 -3.44883 -2.29654
H 8.12757 -2.73448 -2.13995
H 8.41036 -3.41121 -0.57400
H 4.75286 -3.77707 -2.24253
H 5.99557 -2.94860 -3.11227
C -4.08625 1.18256 0.83491
O -3.41044 1.28530 1.83321
N -5.25224 1.89360 0.64746
N -3.75219 0.34536 -0.19651
H -5.82466 1.81965 -0.17155
H -5.52820 2.51635 1.38289
H -2.90962 -0.19422 -0.10031
H -4.29695 0.24463 -1.03144
C 0.34592 2.83679 0.15935
O 0.37610 1.65191 0.42693
N 0.01802 3.30783 -1.09370
N 0.63170 3.80455 1.07352
H -0.01204 4.28214 -1.33144
H -0.19975 2.62562 -1.79544
H 0.87210 3.49617 1.99887
H 0.60883 4.78883 0.86883
C -1.97628 -2.57257 -2.58790
O -2.57144 -1.51253 -2.45442
N -1.50146 -3.29334 -1.53955
N -1.74346 -3.12178 -3.82038
H -1.00958 -4.16060 -1.64398
H -1.64130 -2.92145 -0.61295
H -2.08740 -2.62145 -4.61814
H -1.26269 -3.99007 -3.95945
C 0.70260 8.00863 0.44967
O 0.75913 6.82989 0.74654
N 0.33485 8.42819 -0.79330
N 1.00561 9.00139 1.34054
H 0.28435 9.39122 -1.06381
H 0.10570 7.71691 -1.46822
H 1.27954 8.71943 2.26381
H 0.96647 9.97752 1.11961
C 0.91394 -0.32077 6.79893
O 0.63027 0.79482 6.41685
N -0.00997 -1.31619 6.92099
N 2.19725 -0.67663 7.14062
H 0.20763 -2.24284 7.23135
H -0.95508 -1.09402 6.66177
H 2.90388 0.02876 7.05465
H 2.45587 -1.59086 7.45713
C -1.82172 1.80322 -5.42929
O -2.00423 2.89413 -5.94261
N -2.07391 1.54510 -4.11862
N -1.34089 0.73420 -6.14070
H -1.93186 0.64479 -3.68922
H -2.42692 2.30046 -3.55914
H -1.14160 0.88246 -7.11195
H -1.18069 -0.17019 -5.74000
C 1.40113 7.04400 -4.43348
O 0.56753 6.64040 -3.64507
N 2.51302 6.32118 -4.75120
N 1.29178 8.25293 -5.06560
H 3.21291 6.63089 -5.39758
H 2.62120 5.42887 -4.30324
H 0.48269 8.80721 -4.85600
H 1.96650 8.60243 -5.71855
C -3.73619 -7.05041 -0.50503
O -4.09878 -7.08201 -1.67063
N -2.91223 -6.08634 -0.01504
N -4.13216 -7.98957 0.40797
H -2.60600 -6.03823 0.93967
H -2.60921 -5.37725 -0.65635
H -4.74123 -8.71639 0.08246
H -3.84851 -7.98292 1.36927
*
```

Atomic partial charges in e from the Mulliken method, atoms 1 to 4: -0.308 0.200 -0.263 0.292

---

Density functional theory data (the ωB97M-V functional and the def2-TZVPD basis) for a cluster of 11 separate species, C12H46N18O11 in total.

The value obtained for the total energy is -62542.790 eV. The relative energy (zero: lowest compared OMol25 entry of this formula, charge and spin) comes out at 163.39 kJ/mol. The structure (SMILES) is NC(N)=O.NC(N)=O.NC(N)=O.NC(N)=O.NC(N)=O.NC(N)=O.NC(N)=O.NC(N)=O.NC(N)=O.CCO.CO.

```
! RIJCOSX wB97M-V def2-TZVPD def2/J DEFGRID3
* xyz 0 1
N -4.70297 3.48633 -0.64960
C -5.05917 2.52269 0.21232
N -4.35317 1.36634 0.06733
O -5.97514 2.62299 1.03571
H -5.30259 4.29096 -0.66040
H -3.84545 3.37618 -1.21203
H -3.88390 1.12049 -0.78745
H -4.42746 0.62655 0.74141
N 5.50689 -0.58552 0.61962
C 5.92816 -0.04447 1.78802
N 6.33151 1.24497 1.69137
O 5.87659 -0.67107 2.84262
H 5.70384 -0.06058 -0.21060
H 4.93784 -1.40899 0.62954
H 6.30268 1.75826 0.83551
H 6.51349 1.63819 2.60080
N 3.23129 2.70566 -1.67795
C 2.80766 1.80890 -2.59702
N 3.70664 0.77972 -2.77255
O 1.66459 1.83689 -3.04711
H 4.10573 2.47428 -1.24608
H 2.60908 3.30776 -1.16875
H 4.64388 1.00118 -2.49686
H 3.52343 0.12611 -3.51599
N -2.05381 -4.63974 0.93405
C -1.04604 -3.93949 1.48819
N 0.17522 -4.25140 0.98652
O -1.21000 -3.19759 2.45641
H -2.96969 -4.45582 1.30393
H -1.83249 -5.24037 0.16379
H 0.38348 -4.79925 0.17397
H 0.94277 -3.73231 1.37945
N -4.51037 -2.51179 0.30615
C -4.22274 -1.71614 1.36240
N -5.00996 -1.82682 2.44910
O -3.32475 -0.87406 1.21925
H -4.05281 -2.25343 -0.56672
H -5.29402 -3.13349 0.38866
H -5.64678 -2.59804 2.51383
H -4.70245 -1.33105 3.26784
N -1.22610 -3.06596 -2.09942
C -2.07266 -2.07482 -2.46857
N -1.42279 -1.07952 -3.15127
O -3.26995 -1.98653 -2.20067
H -1.60662 -3.60748 -1.33928
H -0.23553 -2.99404 -2.25705
H -0.42414 -1.04811 -3.02126
H -1.93993 -0.27381 -3.45284
N 2.52870 -4.16636 -2.49831
C 2.14960 -2.93382 -2.12011
N 2.59299 -2.62616 -0.86536
O 1.55429 -2.21134 -2.92496
H 2.10753 -4.62235 -3.29011
H 3.18090 -4.73333 -1.98657
H 3.11136 -3.17578 -0.20986
H 2.52107 -1.63504 -0.67762
N -1.20396 2.47145 -3.83535
C -1.81177 2.66981 -2.65598
N -0.91366 2.55946 -1.65088
O -3.04129 2.80448 -2.56318
H -0.20757 2.33474 -3.81441
H -1.76476 2.21502 -4.62762
H -1.15969 2.37931 -0.68894
H 0.01023 2.35917 -2.00385
N -2.45964 1.16005 3.69985
C -1.59068 2.16890 3.91873
N -0.42985 2.13441 3.22333
O -1.83906 3.06747 4.72867
H -2.38579 0.44982 2.99062
H -3.18971 1.04695 4.37834
H -0.35222 1.35218 2.58921
H 0.21722 2.88290 3.37206
C 1.41776 0.27559 0.78512
C 0.06424 -0.23902 0.28931
O -0.98422 0.57023 0.83086
H 1.51325 0.13480 1.86183
H 1.50155 1.34157 0.56803
H 2.26557 -0.24399 0.33389
H -0.08789 -1.25497 0.67280
H -0.02526 -0.40716 -0.78790
H -1.82891 0.08439 0.82804
C 3.21547 3.55417 2.01461
O 3.02576 4.94545 2.02117
H 4.24885 3.24471 2.21721
H 2.64960 3.07246 2.81323
H 2.95683 3.03519 1.08658
H 3.17187 5.24185 1.11924
*
```

Atomic partial charges in e from the Mulliken method, atoms 1 to 4: -0.308 0.468 -0.026 -0.737

---

Density functional theory data (the ωB97M-V functional and the def2-TZVPD basis) for a cluster of 20 separate species, C12H47NO22 in total.

The value obtained for the total energy is -59742.601 eV.

```
! RIJCOSX wB97M-V def2-TZVPD def2/J DEFGRID3
* xyz 0 1
N -0.98760 0.39238 0.42285
C -0.56988 1.58839 0.43350
C 0.82432 2.00271 0.05508
C 1.60603 0.99233 -0.72199
C 2.95919 0.93393 -0.80574
C 3.98855 1.78686 -0.20311
C 3.70698 3.04729 0.34240
C 4.69532 3.80987 0.93889
C 6.00576 3.35887 0.98826
C 6.31160 2.13174 0.42349
C 5.31968 1.35277 -0.14916
C 3.30757 -0.22401 -1.67680
O 4.36529 -0.71779 -1.94625
O 2.15748 -0.76622 -2.17530
C 1.09957 -0.09441 -1.59257
O -0.01224 -0.43123 -1.87180
H -1.97119 0.39308 0.69317
H -1.23545 2.39612 0.73587
H 1.37332 2.22648 0.96137
H 0.74031 2.89615 -0.56217
H 2.72077 3.46981 0.31236
H 4.42075 4.76275 1.36417
H 6.77718 3.94906 1.45651
H 7.33267 1.78335 0.43423
H 5.63301 0.40814 -0.54292
O -0.25286 1.06196 3.83612
H -0.98307 0.55530 4.20361
H -0.15607 0.72978 2.93629
O 0.80100 3.86096 2.68689
H 0.45104 4.66904 3.07184
H 0.56211 3.16732 3.31804
O 2.56113 -0.17376 2.35267
H 2.19815 -0.91712 1.85766
H 3.13006 0.28064 1.72034
O -0.42574 -3.25631 -1.94691
H -0.29879 -2.30355 -2.09381
H 0.14651 -3.66208 -2.60845
O -3.93608 -0.72928 1.49318
H -3.86080 -1.56607 1.96267
H -4.70558 -0.85479 0.92675
O 5.52763 -2.10088 1.00731
H 5.34652 -1.81374 0.10508
H 4.90639 -1.60513 1.55206
O -1.02224 -6.19158 -3.53330
H -0.88766 -5.46600 -2.91787
H -1.66848 -5.83962 -4.15631
O -3.07725 -3.88410 -3.41983
H -2.41305 -3.65856 -2.75663
H -3.06488 -3.13622 -4.02824
O -4.06242 -1.63487 -5.14829
H -4.38597 -1.28440 -5.98366
H -4.58431 -1.17554 -4.47639
O -4.61045 0.26902 -2.81970
H -4.31159 -0.59691 -2.51648
H -3.85153 0.84069 -2.65703
O -4.68832 2.19005 0.65168
H -4.64011 1.35376 1.13142
H -5.44932 2.08781 0.07053
O -6.12431 -3.92791 -3.07501
H -5.21699 -4.26159 -3.05908
H -6.14083 -3.34644 -3.84041
O 9.44892 0.68194 0.66573
H 9.62046 -0.19001 1.03514
H 10.23878 1.19140 0.87130
O 7.22807 -0.03925 -2.23373
H 7.97667 -0.34989 -2.75123
H 6.46209 -0.49259 -2.60437
O -1.53620 -8.89180 -5.45483
H -1.40086 -8.16093 -4.83990
H -2.17794 -8.55766 -6.08787
O -3.48132 1.99072 3.64475
H -3.63793 2.28928 2.74283
H -4.13092 2.46983 4.17281
O -5.51635 1.97733 5.87662
H -5.73808 1.23392 6.44283
H -4.90784 2.49328 6.41612
O -6.41026 2.45900 -1.47378
H -6.40685 3.41425 -1.58823
H -5.76475 2.13380 -2.11147
O -3.81772 1.75880 8.41071
H -3.59157 0.90358 8.78886
H -3.07658 2.32645 8.64446
*
```

Atomic partial charges in e from the Mulliken method, atoms 1 to 4: -0.378 -0.848 -0.393 0.808

---

Density functional theory data (the ωB97M-V functional and the def2-TZVPD basis) for a structure of composition C12H48O12.

The value obtained for the total energy is -37769.517 eV. The relative energy (zero: lowest compared OMol25 entry of this formula, charge and spin) comes out at 2218.61 kJ/mol.

```
! RIJCOSX wB97M-V def2-TZVPD def2/J DEFGRID3
* xyz 0 1
C 4.92568 0.08711 -3.02744
O 3.79768 -0.51489 -2.45244
H 4.47668 1.09111 -3.39144
H 5.18868 -0.63989 -3.76144
H 5.83468 0.25211 -2.50144
H 3.09268 -0.07589 -2.85544
C 3.09068 -2.78989 0.23256
O 4.31468 -1.99989 -0.11844
H 2.38668 -2.57489 -0.65244
H 2.59868 -2.52489 1.11556
H 3.36168 -3.93389 0.34156
H 4.18268 -1.40189 -0.75144
C -1.86332 -0.27389 -0.69144
O -2.36832 -1.57089 -0.63244
H -1.73132 0.26911 0.28156
H -2.22932 0.36111 -1.47644
H -0.87132 -0.21289 -0.93844
H -3.00532 -1.53689 0.03156
C -1.82732 2.62711 2.05256
O -2.21232 1.45611 1.30356
H -1.97132 2.37111 3.07456
H -2.41832 3.53111 1.82656
H -0.75132 2.78811 2.24156
H -1.58132 0.56211 1.59256
C 0.87068 0.26311 0.18056
O -0.25132 -0.60189 0.53356
H 0.95768 0.28111 -0.84844
H 1.74668 -0.34789 0.60856
H 0.83068 1.19311 0.62056
H -0.25032 -1.41889 0.01756
C -1.66232 1.31411 -2.55944
O -1.11732 0.80011 -3.80144
H -1.03632 2.01011 -2.16344
H -1.62732 0.48611 -1.93744
H -2.55932 1.93711 -2.67144
H -1.74632 1.01111 -4.40344
C -1.32732 4.12611 -0.23844
O -0.56032 3.04411 -0.73044
H -1.57332 3.77411 0.71556
H -2.15332 4.36911 -0.78544
H -0.86432 5.11111 -0.10244
H -0.11732 2.66611 -0.06044
C -1.43932 -3.40789 -1.42744
O -0.17632 -3.33689 -0.82944
H -1.64532 -2.44189 -1.94344
H -2.21632 -3.75489 -0.80344
H -1.10032 -3.97689 -2.25544
H -0.26332 -4.00789 -0.14244
C -1.84632 -0.56989 3.82556
O -2.72332 -1.64089 3.97456
H -1.01432 -0.69589 4.43556
H -2.29932 0.20811 4.15256
H -1.42832 -0.54889 2.73256
H -2.92632 -1.65689 4.84156
C 1.70968 2.27211 -4.34044
O 1.85568 1.13411 -3.46744
H 1.28268 2.97111 -3.75444
H 1.08468 1.87011 -5.21144
H 2.61768 2.62611 -4.85244
H 0.97368 0.91111 -3.40744
C 1.03768 1.75811 4.00956
O 1.84368 2.61711 3.14856
H 1.87268 1.26811 4.74756
H 0.34768 1.24111 3.34656
H 0.36768 2.58611 4.62056
H 1.47668 3.49811 3.15256
C -1.46532 -4.22689 1.71156
O -1.24032 -4.11689 3.13856
H -2.15532 -3.62189 1.16856
H -2.18232 -5.07689 1.67056
H -0.70832 -3.99989 0.97456
H -1.61932 -3.24389 3.56656
*
```

Atomic partial charges in e from the Mulliken method, atoms 1 to 4: -0.679 -0.469 0.181 0.260

---

Density functional theory data (the ωB97M-V functional and the def2-TZVPD basis) for a cluster of 15 separate species, C12H54N12O18 in total.

The value obtained for the total energy is -68062.120 eV.

```
! RIJCOSX wB97M-V def2-TZVPD def2/J DEFGRID3
* xyz 0 1
C 0.08132 -0.63753 0.53602
C 0.30459 -1.50636 -0.66676
O -0.29543 -0.78230 -1.77384
O -1.31822 -0.38510 0.64875
H 0.58285 0.33388 0.56562
H 0.38082 -1.14747 1.46338
H 0.00754 -2.54877 -0.65343
H 1.35116 -1.59970 -0.96634
H -1.24387 -0.77703 -1.55889
H -1.46031 0.06586 1.49212
C 3.08308 2.73691 0.95799
C 3.28640 4.23527 0.89198
O 3.10401 4.73533 -0.42498
O 4.16288 2.06289 0.30782
H 2.21444 2.38311 0.40067
H 2.87376 2.58236 2.02445
H 4.34709 4.36719 1.13196
H 2.68344 4.76728 1.62882
H 2.20275 4.46847 -0.65976
H 5.01691 2.38189 0.61579
C 4.10402 -3.02832 0.69599
C 2.91060 -3.09452 1.65402
O 3.15474 -2.54937 2.95693
O 3.70456 -3.40941 -0.61230
H 4.96722 -3.62860 0.99431
H 4.38051 -1.97529 0.80208
H 2.55875 -4.13375 1.70927
H 2.02655 -2.54748 1.32734
H 3.81339 -3.12930 3.36103
H 3.09431 -4.14611 -0.47011
C -3.82154 -0.89904 -3.09579
O -2.89635 -0.98786 -2.28639
N -3.73352 -1.20831 -4.41267
N -5.08020 -0.60481 -2.63629
H -3.05763 -1.89292 -4.71266
H -4.47784 -0.97890 -5.04354
H -5.21984 -0.73582 -1.65459
H -5.80660 -0.42514 -3.30243
C 2.58712 1.55285 -2.91150
O 2.10836 1.20621 -4.01056
N 3.10752 2.78216 -2.72648
N 2.70038 0.68479 -1.90132
H 3.21272 3.43264 -3.48055
H 3.57598 3.01894 -1.86442
H 2.23905 -0.19971 -1.98075
H 3.07454 0.98683 -1.01591
C -0.27004 -3.87390 4.47419
O -1.20831 -4.04086 5.26930
N -0.46896 -3.55577 3.17051
N 1.00195 -3.74834 4.93097
H 0.34221 -3.18800 2.70160
H -1.37591 -3.16019 2.96366
H 1.69127 -3.38163 4.29928
H 1.12106 -4.04352 5.88225
C -0.91140 1.83622 3.34790
O -1.80805 1.85877 2.47463
N -0.04829 2.87762 3.30733
N -0.55864 0.71805 4.00586
H 0.56067 3.01291 4.09642
H -0.23115 3.57880 2.58548
H -1.11247 -0.15065 3.91664
H 0.27927 0.61306 4.55042
C -1.15493 3.05682 -3.51413
O -2.23110 3.60184 -3.22264
N -0.76008 1.78272 -3.21128
N -0.37659 3.54184 -4.52939
H 0.15959 1.46222 -3.46007
H -1.43438 1.18754 -2.76189
H -0.67107 4.30395 -5.11163
H 0.46194 3.05625 -4.80209
C -0.70487 4.30275 0.05471
O 0.26123 4.33263 0.85186
N -0.91348 5.21168 -0.96361
N -1.60019 3.30216 -0.03139
H -1.58395 4.90652 -1.64991
H -0.49962 6.12317 -0.97750
H -1.64892 2.62579 0.70938
H -2.16635 3.30145 -0.86438
O -2.75098 -2.84469 1.43935
H -3.57614 -2.46577 1.75667
H -2.43922 -2.22070 0.76523
O -2.00074 -3.99214 -1.77719
H -2.00459 -4.47990 -2.60750
H -2.38242 -3.12542 -2.00452
O -2.32298 -1.27934 4.02392
H -2.34151 -1.82245 4.82991
H -2.96678 -0.57475 4.18345
O -0.86341 -2.10512 -4.53192
H -0.28557 -2.87122 -4.60286
H -0.69581 -1.75260 -3.64146
O -4.06598 1.51315 0.74284
H -4.45736 0.64226 0.64032
H -3.16961 1.34098 1.06977
O 0.25678 -5.11702 -0.03018
H -0.27334 -4.53844 -0.59898
H -0.39283 -5.58471 0.50661
*
```

Atomic partial charges in e from the Mulliken method, atoms 1 to 4: 0.920 0.771 0.223 0.236

---

| no. | HOMO level (eV) | Kohn-Sham gap (eV) | LUMO (eV) |
| --- | --- | --- | --- |
| 1 | -2.4 | 4.096 | 1.7 |
| 2 | -8.0 | 7.125 | -0.9 |
| 3 | -9.5 | 8.027 | -1.5 |
| 4 | -7.6 | 7.879 | 0.2 |
| 5 | -9.1 | 9.284 | 0.2 |